1.
A single C5H6N2O4 molecule in a non-equilibrium geometry. Source: the OMol25 dataset; level of theory: ωB97M-V with the def2-TZVPD basis set.

Geometry as XYZ:
```
17
Properties=species:S:1:pos:R:3:forces:R:3
C -1.33998 -0.32427 0.33534 0.25 2.87 0.11
C 0.14460 -0.14399 0.10665 -0.53 -0.27 -0.62
C 0.66087 0.55895 -0.95056 -3.82 -0.41 0.50
C 1.97654 0.48560 -1.29083 8.06 -4.37 3.21
C 3.06257 -0.34795 -0.52658 -4.22 4.01 -4.10
N 4.44206 -0.11879 -0.82328 0.60 -1.97 3.46
O 5.17216 -0.56696 0.10606 -0.71 0.63 -1.37
O 4.84519 0.41668 -1.79717 0.33 0.88 -1.64
N 2.50200 1.25506 -2.42029 -1.46 0.16 -0.07
O 2.83856 2.35980 -2.18854 1.08 2.71 1.59
O 2.39288 0.84155 -3.52716 -0.31 -2.07 -1.57
H -1.62587 0.01397 1.39118 0.32 -0.21 -1.48
H -1.79921 0.32801 -0.46845 -0.16 -0.78 1.24
H -1.71107 -1.31798 0.25026 0.07 -0.97 -0.26
H 0.77764 -0.70626 0.79285 0.20 0.35 -0.21
H -0.02446 1.08383 -1.67456 0.67 -0.53 0.96
H 2.92637 -1.05699 0.25796 -0.37 -0.01 0.26
```
Positions in Å, forces in eV/Å.

Properties
frontier orbital gap (alpha / beta)	7.3 / 7.7	eV
energy above the lowest of the compared OMol25 structures with the same formula, charge and spin	9.1291	eV
SMILES	C/C=C/C(=C/[N+](=O)[O-])[N+](=O)[O-]
HOMO (alpha / beta)	-9.39 / -9.59	eV

Atomic charges from the Löwdin analysis, expressed in e, are listed below: atom 1 (C): -0.079, atom 2 (C): -0.079, atom 3 (C): -0.076, atom 4 (C): -0.062, atom 5 (C): 0.121, atom 6 (N): -0.414, atom 7 (O): 0.025, atom 8 (O): 0.111, atom 9 (N): -0.445, atom 10 (O): 0.136, atom 11 (O): 0.134, atom 12 (H): 0.107, atom 13 (H): 0.092, atom 14 (H): 0.062, atom 15 (H): 0.110, atom 16 (H): 0.153, atom 17 (H): 0.103

2.
A 8-piece molecular cluster, C35H45N7O3 overall in a non-equilibrium geometry. Source: the OMol25 dataset; level of theory: ωB97M-V with the def2-TZVPD basis set.

Geometry as XYZ:
```
90
Properties=species:S:1:pos:R:3:forces:R:3
O -13.45910 33.54757 -4.83389 -0.23 -1.78 -3.05
C -13.66635 33.14784 -5.98323 1.81 1.75 3.32
O -14.72606 33.48990 -6.66177 -1.83 0.84 -1.61
C -14.55942 33.15087 -8.02906 0.57 -2.72 -1.13
C -13.40446 32.08700 -7.98381 -1.00 0.96 -0.37
O -12.82422 32.46342 -6.77947 1.70 -0.31 1.97
H -15.44392 32.65933 -8.43422 -0.25 0.57 0.20
H -14.14130 33.86015 -8.74333 -0.69 1.10 0.78
H -12.72264 32.31984 -8.80174 0.13 -0.50 0.11
H -13.66988 31.03114 -7.93078 -0.22 0.07 -0.25
C -14.66529 34.44116 -18.03305 -0.73 2.46 0.49
C -15.73471 35.35818 -17.75683 0.71 -2.09 -0.46
C -15.65115 36.61979 -18.25893 1.79 0.93 0.29
N -14.53155 37.11065 -18.83432 -0.49 -0.07 -2.08
C -13.57054 36.26072 -19.25771 -2.52 0.03 1.00
C -13.61248 34.95674 -18.79541 0.37 -1.44 1.08
H -14.61929 33.46202 -17.57966 -0.04 -0.06 -0.15
H -16.62482 35.13405 -17.18775 0.00 -0.53 -0.04
H -16.48117 37.29371 -18.10631 0.15 0.39 0.10
H -12.95450 36.51923 -20.10627 0.70 0.66 0.58
H -12.71872 34.35076 -18.81517 0.07 -0.28 -0.81
C -7.72182 20.53540 -12.82544 -0.20 -0.42 -1.14
C -6.61567 20.02973 -12.18958 0.98 0.07 1.54
C -6.47665 20.26570 -10.81300 -1.31 1.87 0.20
N -7.35547 21.02532 -10.13083 -2.19 -0.04 -0.91
C -8.51560 21.46254 -10.77218 3.26 -0.74 -0.60
C -8.66951 21.28227 -12.16976 -0.80 0.09 2.89
H -7.89149 20.28074 -13.86118 0.16 0.20 -0.25
H -5.77519 19.55172 -12.67071 -0.34 -0.32 -0.42
H -5.65227 20.03078 -10.15603 0.45 -0.59 -0.57
H -9.18065 22.04624 -10.15298 -0.18 -0.06 -0.08
H -9.61067 21.64346 -12.55724 0.18 -0.06 -0.66
C -23.03267 30.49089 -11.62338 -2.25 -1.51 -1.07
C -24.41814 30.71502 -11.51541 -0.51 0.48 -0.57
C -25.34481 30.46179 -12.58917 2.38 -0.45 2.76
N -24.89495 29.92002 -13.67555 -0.28 -0.51 -1.79
C -23.59475 29.64294 -13.83664 0.43 1.68 0.72
C -22.62807 29.88678 -12.84380 -0.55 0.51 0.46
H -22.44467 30.53094 -10.71837 0.42 0.37 -0.26
H -24.85742 31.11972 -10.61559 0.20 0.05 0.27
H -26.40465 30.53176 -12.39358 -0.16 0.31 -0.33
H -23.32749 29.49141 -14.87202 0.29 -0.83 0.06
H -21.58370 29.65495 -12.99192 0.02 -0.11 -0.23
C -12.82048 28.86732 -13.17755 -1.90 -2.32 1.01
C -12.84432 27.67507 -12.40005 0.85 1.79 0.05
C -13.84162 27.50745 -11.45686 -1.08 0.44 0.27
N -14.96567 28.24668 -11.38212 1.11 0.70 -0.63
C -15.01031 29.27270 -12.26039 -1.00 -0.24 0.52
C -14.02896 29.62137 -13.13427 3.41 -0.73 -1.41
H -11.98231 29.00577 -13.84441 -0.16 0.48 -0.13
H -12.00668 26.99554 -12.34522 0.15 0.02 -0.23
H -13.71749 26.79579 -10.65404 -0.14 -0.49 -0.18
H -15.88553 29.90511 -12.28177 -0.43 -0.23 0.30
H -14.03994 30.36576 -13.91668 -0.80 0.61 0.46
C -18.09517 26.37307 -4.69384 -0.78 1.80 -0.89
C -18.43485 27.76951 -5.39168 1.99 0.07 2.46
C -18.78726 27.69403 -6.80761 -1.30 -0.86 -1.69
C -20.12482 27.08158 -7.00899 3.29 1.36 0.34
N -21.14781 26.65213 -7.18586 -3.03 -1.31 -0.44
H -17.09786 25.95757 -4.83820 0.00 0.32 -0.60
H -18.84784 25.75021 -5.17720 0.05 -0.76 0.91
H -18.16834 26.52813 -3.61741 -0.57 -0.43 -0.07
H -17.56738 28.42634 -5.32723 0.27 0.00 0.08
H -19.18348 28.32613 -4.82791 -0.27 -0.38 0.09
H -18.07356 27.06404 -7.33851 0.09 0.14 -0.23
H -18.85399 28.66641 -7.29558 0.27 0.06 0.04
C -9.42212 25.89933 -3.98805 -0.66 0.44 0.14
C -10.48789 26.92687 -4.46298 0.52 -1.33 -1.00
C -11.00975 26.59276 -5.89613 0.56 -1.08 0.45
C -11.58148 25.22241 -6.05916 -1.53 -0.59 -0.10
N -12.13721 24.21834 -6.25893 1.17 1.57 0.42
H -8.97809 26.32943 -3.09029 0.32 -0.24 -0.05
H -8.66272 25.67244 -4.73633 0.08 0.30 -0.01
H -9.86636 24.94356 -3.71012 -0.17 0.04 -0.01
H -9.99610 27.89354 -4.57157 -0.33 0.16 0.37
H -11.29911 26.91384 -3.73507 -0.01 0.45 -0.12
H -10.14366 26.52441 -6.55439 0.17 0.52 -0.11
H -11.68782 27.35393 -6.28205 -0.12 -0.23 0.02
C -11.59920 28.82598 -19.99886 -0.04 -0.29 0.51
C -11.87460 27.37164 -20.32000 -1.32 -0.31 0.73
C -13.12338 27.24018 -21.20107 -0.58 0.93 -1.46
C -14.47569 27.59024 -20.71805 2.30 -0.32 0.52
N -15.47240 27.87352 -20.25145 -1.49 0.36 0.41
H -10.66443 28.81587 -19.43833 0.17 0.60 -0.26
H -12.36207 29.19184 -19.31163 -0.10 0.15 -0.09
H -11.59927 29.46056 -20.88510 0.37 0.05 0.08
H -12.09612 26.90726 -19.35907 0.49 -0.53 -0.04
H -11.01787 26.91967 -20.81984 -0.20 -0.19 0.06
H -13.31129 26.34786 -21.79819 0.72 -0.34 0.24
H -12.91104 28.03413 -21.91705 -0.32 -0.11 -0.70
```
Positions in Å, forces in eV/Å.

Properties
frontier orbital gap	9.0	eV
energy above the lowest of the compared OMol25 structures with the same formula, charge and spin	1.2503	eV
SMILES	O=C1OCCO1.c1ccncc1.c1ccncc1.c1ccncc1.c1ccncc1.CCCC#N.CCCC#N.CCCC#N
HOMO	-9.20	eV

Atomic charges from the Löwdin analysis, expressed in e, are listed below: atom 1 (O): 0.122, atom 2 (C): -0.562, atom 3 (O): 0.092, atom 4 (C): -0.094, atom 5 (C): -0.127, atom 6 (O): 0.052, atom 7 (H): 0.129, atom 8 (H): 0.129, atom 9 (H): 0.128, atom 10 (H): 0.130, atom 11 (C): -0.051, atom 12 (C): -0.077, atom 13 (C): -0.169, atom 14 (N): 0.052, atom 15 (C): -0.141, atom 16 (C): -0.101, atom 17 (H): 0.095, atom 18 (H): 0.095, atom 19 (H): 0.101, atom 20 (H): 0.104, atom 21 (H): 0.093, atom 22 (C): -0.111, atom 23 (C): -0.077, atom 24 (C): -0.150, atom 25 (N): 0.033, atom 26 (C): -0.103, atom 27 (C): -0.080, atom 28 (H): 0.104, atom 29 (H): 0.099, atom 30 (H): 0.097, atom 31 (H): 0.092, atom 32 (H): 0.096, atom 33 (C): -0.068, atom 34 (C): -0.064, atom 35 (C): -0.154, atom 36 (N): 0.028, atom 37 (C): -0.146, atom 38 (C): -0.066, atom 39 (H): 0.097, atom 40 (H): 0.086, atom 41 (H): 0.099, atom 42 (H): 0.098, atom 43 (H): 0.090, atom 44 (C): -0.043, atom 45 (C): -0.075, atom 46 (C): -0.165, atom 47 (N): 0.061, atom 48 (C): -0.178, atom 49 (C): -0.088, atom 50 (H): 0.097, atom 51 (H): 0.095, atom 52 (H): 0.100, atom 53 (H): 0.099, atom 54 (H): 0.097, atom 55 (C): -0.063, atom 56 (C): -0.275, atom 57 (C): -0.220, atom 58 (C): -0.243, atom 59 (N): 0.146, atom 60 (H): 0.067, atom 61 (H): 0.061, atom 62 (H): 0.066, atom 63 (H): 0.101, atom 64 (H): 0.112, atom 65 (H): 0.126, atom 66 (H): 0.120, atom 67 (C): -0.110, atom 68 (C): -0.236, atom 69 (C): -0.189, atom 70 (C): -0.228, atom 71 (N): 0.127, atom 72 (H): 0.068, atom 73 (H): 0.073, atom 74 (H): 0.070, atom 75 (H): 0.102, atom 76 (H): 0.107, atom 77 (H): 0.108, atom 78 (H): 0.109, atom 79 (C): -0.116, atom 80 (C): -0.259, atom 81 (C): -0.195, atom 82 (C): -0.235, atom 83 (N): 0.137, atom 84 (H): 0.075, atom 85 (H): 0.076, atom 86 (H): 0.078, atom 87 (H): 0.109, atom 88 (H): 0.112, atom 89 (H): 0.115, atom 90 (H): 0.104

3.
A 2-piece molecular cluster, C9H13BF6O5PS overall in a non-equilibrium geometry. Source: the OMol25 dataset; level of theory: ωB97M-V with the def2-TZVPD basis set.

Geometry as XYZ:
```
36
Properties=species:S:1:pos:R:3:forces:R:3
F -1.35618 4.93377 0.81479 1.75 -2.46 1.06
C -0.55982 3.81085 1.36400 1.29 -1.09 0.18
C -0.43408 2.51890 0.30806 -0.67 1.42 -1.19
C -1.58154 1.38098 0.52319 -0.73 0.73 -1.68
P -1.14694 -0.06424 1.68745 -1.60 -0.57 0.79
S -2.24020 1.01951 3.24193 -2.70 0.37 2.35
C 0.26218 -0.24028 2.90856 3.28 2.49 2.23
C 1.56041 0.93137 2.57215 1.98 -2.51 -2.44
C 2.66047 0.43329 1.32467 -2.66 1.96 4.38
O 3.00812 0.45863 2.93235 -3.83 1.41 -3.93
C -0.38733 -1.14130 0.32552 0.82 -2.45 -4.45
F 0.38265 -0.35958 -0.71368 -1.85 -2.65 3.11
F 0.40131 -2.31112 0.76201 -2.07 3.51 -1.47
F -1.54846 -1.71759 -0.45522 3.50 1.56 2.22
H 0.57160 4.12218 1.57795 -2.62 0.06 -0.66
H -1.00295 3.48932 2.39764 0.43 0.76 -2.09
H -0.65320 3.00943 -0.75968 0.49 -1.10 2.31
H 0.67119 2.11310 0.22342 -2.45 0.74 0.48
H -2.56204 1.88784 0.94915 2.31 -1.15 -0.82
H -1.90888 0.90016 -0.51818 1.08 0.92 2.15
H -2.21467 -1.07396 1.80122 1.24 0.66 -0.38
H -3.30567 0.18431 3.70939 1.61 0.83 -0.83
H -0.08638 0.19230 3.96539 0.53 -1.51 -2.54
H 0.77162 -1.27215 3.04971 -0.96 1.77 -0.73
H 1.27265 2.15131 2.64032 1.08 -3.67 0.06
H 2.86152 1.44323 0.77510 0.55 -2.51 0.89
H 2.58367 -0.63766 0.86812 0.21 2.41 0.96
B 0.40073 -4.08790 -4.29299 -0.11 -2.75 -0.07
O 1.60305 -3.24769 -4.28048 -0.34 1.15 0.05
C 1.19441 -1.97256 -4.23097 4.63 0.16 -0.04
O 1.94781 -1.01277 -4.20781 -0.94 -0.92 -0.01
C -0.24213 -1.92261 -4.20974 -4.64 0.47 0.11
O -0.92621 -0.91298 -4.16544 0.88 -0.97 -0.04
O -0.73955 -3.16633 -4.24589 0.44 1.13 0.03
F 0.38763 -4.96064 -3.12930 0.02 0.94 -1.41
F 0.35518 -4.87914 -5.51272 0.05 0.84 1.46
```
Positions in Å, forces in eV/Å.

Properties
frontier orbital gap	8.7	eV
net charge	-1
HOMO	-6.82	eV

Atomic charges from the Löwdin analysis, expressed in e, are listed below: atom 1 (F): -0.133, atom 2 (C): -0.163, atom 3 (C): -0.191, atom 4 (C): -0.348, atom 5 (P): 0.593, atom 6 (S): 0.358, atom 7 (C): -0.295, atom 8 (C): -0.194, atom 9 (C): -0.013, atom 10 (O): -0.194, atom 11 (C): -0.366, atom 12 (F): -0.040, atom 13 (F): -0.019, atom 14 (F): -0.058, atom 15 (H): 0.118, atom 16 (H): 0.087, atom 17 (H): 0.139, atom 18 (H): 0.093, atom 19 (H): 0.069, atom 20 (H): 0.123, atom 21 (H): 0.060, atom 22 (H): -0.137, atom 23 (H): 0.042, atom 24 (H): 0.105, atom 25 (H): 0.149, atom 26 (H): 0.104, atom 27 (H): 0.117, atom 28 (B): -0.975, atom 29 (O): 0.218, atom 30 (C): -0.408, atom 31 (O): 0.115, atom 32 (C): -0.409, atom 33 (O): 0.114, atom 34 (O): 0.218, atom 35 (F): 0.061, atom 36 (F): 0.060

4.
C22H18Cl3N5O2RuS as an isolated structure in a non-equilibrium geometry. Source: the OMol25 dataset; level of theory: ωB97M-V with the def2-TZVPD basis set.

Geometry as XYZ:
```
52
Properties=species:S:1:pos:R:3:forces:R:3
Ru -0.37617 -1.57471 1.14781 -1.29 -2.83 -0.97
C -4.79925 -1.03259 -1.33768 -0.08 0.03 -0.02
C -3.90630 -1.89500 -0.75157 -0.13 -0.22 0.02
N -2.63152 -1.49726 -0.39656 0.06 1.04 -0.49
C -2.24689 -0.22013 -0.70264 0.31 0.47 -0.21
C -3.15282 0.70794 -1.32700 -0.03 -0.29 0.00
C -4.46238 0.28185 -1.63551 0.11 0.14 0.08
C -2.48471 1.88258 -1.55696 -0.18 0.15 -0.08
C 0.07356 2.05427 -1.96800 0.36 -0.09 -0.52
C 0.97597 0.86199 -1.72184 -0.40 -0.02 0.25
C 2.18311 0.50026 -2.28125 0.02 0.07 0.06
C 2.68617 -0.76963 -1.99847 0.01 -0.03 -0.16
C 1.96869 -1.63844 -1.19384 -0.17 -0.03 -0.14
N 0.79208 -1.29933 -0.66512 -0.34 0.66 0.00
C 0.32204 -0.06160 -0.91342 0.08 -0.35 -1.18
H -5.79047 -1.40135 -1.55688 0.02 -0.04 -0.02
H -4.13886 -2.92089 -0.51148 0.09 0.00 0.07
H -5.17123 0.95632 -2.09356 -0.02 -0.02 -0.02
H -2.85756 2.82472 -1.91998 0.07 0.04 0.01
H 0.54467 2.99286 -1.67721 -0.14 0.01 0.16
H 2.72359 1.16808 -2.94116 0.02 -0.01 0.00
H 3.62502 -1.09401 -2.42336 0.01 0.00 0.01
H 2.31110 -2.64184 -0.97690 0.08 0.05 0.09
S 1.12010 -3.59377 1.92826 0.61 -0.41 1.18
C 1.92619 -2.52494 3.22911 2.85 -3.41 -2.83
C 3.49702 -1.98316 3.31597 0.13 0.80 -1.29
C 4.14162 -1.23761 1.97855 -0.51 0.49 -0.46
C 3.60779 -0.24541 1.06365 1.31 -3.06 4.90
C 2.30358 -0.04583 1.42563 6.27 3.09 -7.12
N 1.40735 -1.44691 2.85129 -0.52 -8.63 7.91
H 4.17227 -2.74217 3.68941 0.12 0.01 -0.21
H 5.16078 -1.55971 1.79140 -0.16 -0.54 -0.09
H 4.16455 0.19513 0.25454 0.01 -0.03 -0.04
H 0.48527 -0.09025 1.31160 -5.37 1.04 -6.21
C -0.36864 2.13048 -3.41987 -0.12 0.06 0.08
N -1.12526 1.80658 -1.00947 0.11 0.01 0.17
C -1.03145 2.74658 0.15813 0.09 0.24 0.26
C -0.99144 0.40221 -0.53490 -0.26 -0.90 -0.14
N -1.82978 -2.30800 0.25964 -0.78 -0.98 -0.06
H -0.93506 3.04042 -3.61460 -0.02 -0.01 -0.04
H -0.97747 1.26644 -3.68615 0.04 -0.03 -0.03
H 0.51301 2.13870 -4.05951 0.03 0.01 0.03
H -1.13964 3.77134 -0.19525 0.00 -0.03 -0.09
H -0.06700 2.61772 0.64759 0.03 -0.08 -0.07
H -1.82700 2.51206 0.86122 0.01 -0.11 -0.04
Cl 1.18167 -0.33779 2.21231 0.77 10.08 2.62
C 0.65667 0.77026 2.91725 -1.93 4.69 2.92
Cl 0.19994 2.13748 3.71797 0.13 0.05 0.29
Cl 3.40838 -0.67891 4.56268 0.23 -0.28 0.11
C -1.19089 -1.05700 3.16521 -1.18 0.35 1.05
O -0.81502 -1.51027 4.17134 -0.63 -0.06 0.12
O -1.83535 -0.35776 2.40960 0.28 -1.10 0.15
```
Positions in Å, forces in eV/Å.

Properties
frontier orbital gap (alpha / beta)	6.3 / 5.4	eV
expectation value of S²	8.884
spin multiplicity	6
energy above the lowest of the compared OMol25 structures with the same formula, charge and spin	33.0806	eV
net charge	+1
HOMO (alpha / beta)	-9.83 / -10.26	eV

Atomic charges from the Löwdin analysis, expressed in e, are listed below: atom 1 (Ru): 0.989, atom 2 (C): -0.035, atom 3 (C): 0.014, atom 4 (N): -0.143, atom 5 (C): -0.089, atom 6 (C): -0.129, atom 7 (C): 0.032, atom 8 (C): 0.033, atom 9 (C): -0.179, atom 10 (C): -0.102, atom 11 (C): 0.022, atom 12 (C): -0.041, atom 13 (C): -0.101, atom 14 (N): 0.009, atom 15 (C): -0.224, atom 16 (H): 0.122, atom 17 (H): 0.137, atom 18 (H): 0.128, atom 19 (H): 0.146, atom 20 (H): 0.157, atom 21 (H): 0.130, atom 22 (H): 0.120, atom 23 (H): 0.121, atom 24 (S): 0.591, atom 25 (C): -0.522, atom 26 (C): -0.519, atom 27 (C): -0.020, atom 28 (C): -0.067, atom 29 (C): -0.308, atom 30 (N): -0.507, atom 31 (H): 0.079, atom 32 (H): 0.088, atom 33 (H): 0.101, atom 34 (H): -0.079, atom 35 (C): -0.008, atom 36 (N): -0.155, atom 37 (C): 0.043, atom 38 (C): -0.109, atom 39 (N): -0.052, atom 40 (H): 0.091, atom 41 (H): 0.102, atom 42 (H): 0.097, atom 43 (H): 0.115, atom 44 (H): 0.099, atom 45 (H): 0.119, atom 46 (Cl): 0.502, atom 47 (C): -0.879, atom 48 (Cl): 0.731, atom 49 (Cl): 0.679, atom 50 (C): -0.578, atom 51 (O): 0.189, atom 52 (O): 0.060

What is the formula in the fourth record? C22H18Cl3N5O2RuS